No. 1
{"formula": "C7H33O11", "method": "wB97M-V/def2-TZVPD", "species": ["C", "O", "C", "C", "C", "C", "C", "C", "H", "H", "H", "H", "H", "H", "H", "H", "H", "H", "H", "H", "H", "H", "H", "O", "H", "H", "O", "H", "H", "O", "H", "H", "O", "H", "H", "O", "H", "H", "O", "H", "H", "O", "H", "H", "O", "H", "H", "O", "H", "H", "O"], "xyz": [[1.6636, -1.5734, 2.0114], [0.7415, -2.6525, 2.0783], [0.9884, -0.2820, 1.4873], [1.2306, 0.0065, -0.0197], [1.2894, 1.4204, -0.4865], [0.4943, 2.3217, 0.1055], [0.3127, 3.7454, -0.2522], [1.9676, 1.7112, -1.7757], [1.8735, -1.3286, 3.0504], [2.4787, -1.9219, 1.3640], [-0.0551, -0.6011, 1.5501], [1.3008, 0.5968, 2.0407], [0.4395, -0.3783, -0.7087], [2.0784, -0.6304, -0.2808], [0.0270, 2.0667, 1.0468], [-0.7383, 3.9599, -0.6040], [0.6262, 4.4848, 0.4748], [0.7292, 4.0737, -1.2161], [3.0662, 1.8739, -1.7415], [1.7772, 2.6930, -2.2122], [1.9285, 1.0095, -2.6265], [-2.4823, 1.4730, 2.4997], [-2.2601, 0.8033, 3.8152], [-2.6857, 1.5840, 3.4374], [-2.7336, -0.7120, -0.8981], [-2.8098, -1.0310, 0.5177], [-2.9454, -0.2704, -0.0619], [0.2819, -4.5517, 0.0728], [0.3822, -3.0176, 1.1683], [0.3380, -3.6308, -0.1978], [-2.2682, 2.2612, -2.3523], [-3.3067, 2.0444, -1.4120], [-2.5646, 2.6603, -1.5148], [2.4332, -2.7446, -2.1175], [1.8913, -2.9436, -0.6441], [2.6800, -2.7200, -1.1927], [-1.4721, -2.3482, 3.7910], [-0.7957, -2.1247, 2.5328], [-1.4738, -1.6619, 3.1105], [-0.2085, 1.6467, -3.5843], [-0.8898, 0.3879, -2.9746], [-0.9387, 1.0299, -3.6916], [0.4298, -1.2788, -4.5954], [0.6993, -2.2139, -3.4076], [0.8449, -2.1126, -4.3549], [0.1088, 2.0685, 4.1343], [0.1688, 3.2865, 3.1889], [0.6938, 2.7458, 3.7843], [-0.9247, -3.2682, -0.8685], [-2.5521, -3.1351, -0.4445], [-1.8601, -2.8217, -1.0256]], "forces_ev_per_angstrom": [[-1.1, 0.1, -0.6], [-0.9, -0.4, 0.3], [-0.4, -0.9, -1.8], [0.2, -1.2, -0.4], [-0.9, 0.5, 0.2], [1.0, 0.3, 0.3], [-1.5, 1.1, -2.3], [2.0, 0.9, -1.5], [0.9, -0.4, 0.0], [0.4, 0.5, 0.6], [-0.1, 1.2, 0.6], [-0.4, 0.0, 0.4], [0.1, -0.4, 0.8], [0.4, 0.6, -0.5], [-0.2, -0.3, 0.0], [0.4, -0.3, 1.3], [-0.1, 0.0, 0.4], [0.9, -0.4, 0.3], [-0.2, -0.7, 0.8], [-0.9, 0.0, 0.1], [-0.6, -0.3, 0.6], [-0.2, 0.1, -0.1], [-0.1, -0.1, 0.0], [0.4, -0.1, -0.1], [0.2, 0.1, 0.0], [0.1, 0.3, 0.4], [-0.1, -0.3, -0.2], [0.2, -0.1, -0.2], [1.2, 0.4, -0.1], [-0.1, -0.1, 0.0], [0.7, 0.5, 0.0], [-0.1, 0.3, 0.9], [-0.6, -0.9, -1.0], [-0.2, -0.2, 0.0], [-0.3, -0.5, -0.7], [0.7, 0.3, 0.4], [-0.4, 0.3, 0.3], [0.1, 0.8, 0.2], [0.1, -0.9, -0.1], [0.1, -0.2, 0.3], [0.2, 0.2, 0.2], [-0.3, 0.0, -0.3], [-0.1, 0.0, 0.1], [-0.2, 0.0, 0.0], [0.2, 0.0, 0.0], [-0.2, 0.1, -0.2], [-0.2, -0.2, 0.0], [0.4, 0.1, 0.2], [-0.7, 0.2, 1.0], [0.4, -0.5, 0.2], [0.0, 0.5, -1.1]], "e_homo_ev": -6.024, "relative_energy_kcal_mol": 8.8, "orbital_gap_ha": 0.3185, "e_lumo_ev": 2.6434, "e_tot_ha": -1114.15879, "total_charge": -1}

No. 2
{"formula": "C37H29N5O4PPdS", "method": "wB97M-V/def2-TZVPD", "species": ["Pd", "N", "C", "C", "C", "C", "C", "C", "N", "C", "C", "C", "S", "C", "N", "H", "H", "H", "H", "H", "H", "H", "O", "C", "O", "C", "P", "C", "C", "C", "C", "C", "C", "C", "C", "C", "C", "C", "C", "H", "H", "H", "H", "H", "H", "H", "H", "H", "H", "H", "H", "O", "C", "O", "C", "C", "C", "C", "C", "C", "N", "C", "C", "C", "C", "C", "C", "N", "H", "H", "H", "H", "H", "H", "H", "H", "H", "H"], "xyz": [[0.6294, -0.4303, 1.6282], [-1.7229, 2.2091, 3.7041], [-1.2468, 3.1907, 2.8420], [-1.5400, 4.5450, 2.7409], [-0.8552, 5.2499, 1.7737], [0.0968, 4.6261, 0.9491], [0.3837, 3.2792, 1.0570], [-0.3222, 2.5534, 2.0149], [-0.2507, 1.2153, 2.4049], [-1.0997, 1.0603, 3.4173], [-1.2349, -0.2242, 4.0975], [-1.9269, -0.5547, 5.2208], [-1.6615, -2.1939, 5.6009], [-0.6425, -2.3460, 4.2483], [-0.4982, -1.2540, 3.5507], [-2.3991, 2.3458, 4.4395], [-2.2624, 5.0241, 3.3878], [-1.0412, 6.3087, 1.6579], [0.6390, 5.2261, 0.2300], [1.1474, 2.8236, 0.4404], [-2.5545, 0.0647, 5.8425], [-0.1682, -3.2846, 3.9993], [-3.2318, 2.6728, 0.7037], [-2.7749, 2.1968, -0.2597], [-2.0007, 0.9806, -0.2629], [-2.7702, 2.5147, -1.7585], [-1.8169, 0.9818, -1.8821], [-0.1222, 1.2420, -2.3253], [0.9444, 0.8743, -1.5060], [2.2415, 1.1057, -1.9275], [2.4827, 1.6974, -3.1636], [1.4241, 2.0767, -3.9768], [0.1216, 1.8560, -3.5563], [-2.6548, -0.4050, -2.5630], [-3.3487, -1.2777, -1.7183], [-4.0448, -2.3352, -2.2769], [-4.0508, -2.5139, -3.6568], [-3.3639, -1.6411, -4.4914], [-2.6584, -0.5822, -3.9489], [-2.2504, 3.4412, -1.9969], [-3.7658, 2.5044, -2.2000], [0.8042, 0.4399, -0.5150], [3.0712, 0.8322, -1.2876], [3.5000, 1.8738, -3.4871], [1.6082, 2.5501, -4.9313], [-0.6993, 2.1676, -4.1938], [-3.3693, -1.1131, -0.6489], [-4.5976, -3.0127, -1.6400], [-4.6002, -3.3414, -4.0862], [-3.3703, -1.7899, -5.5617], [-2.1083, 0.0822, -4.6044], [1.2781, -4.0560, -5.1528], [0.6264, -3.1595, -4.4159], [-0.1777, -2.4116, -4.8972], [0.9334, -3.0795, -2.9424], [-0.1449, -2.8971, -2.0765], [0.0777, -2.6378, -0.7377], [1.3927, -2.5382, -0.2779], [2.4723, -2.7472, -1.1268], [2.2332, -3.0403, -2.4610], [1.6173, -2.0457, 1.0351], [2.6250, -2.3710, 1.7590], [3.0489, -1.4471, 2.8066], [4.0660, -1.7234, 3.6960], [4.4975, -0.7071, 4.5491], [3.9077, 0.5376, 4.4596], [2.8851, 0.7454, 3.5333], [2.4670, -0.2189, 2.7299], [1.8182, -4.6568, -4.6232], [-1.1500, -2.9477, -2.4708], [-0.7527, -2.5189, -0.0468], [3.4893, -2.6256, -0.7759], [3.0741, -3.1704, -3.1317], [3.2038, -3.2649, 1.5390], [4.5222, -2.7045, 3.7207], [5.2921, -0.8915, 5.2595], [4.2282, 1.3563, 5.0890], [2.4014, 1.7087, 3.4347]], "forces_ev_per_angstrom": [[0.4, 0.5, 0.8], [0.1, 0.0, 0.0], [0.0, 0.0, 0.1], [0.0, 0.0, 0.0], [0.0, 0.0, 0.0], [0.0, 0.0, 0.0], [0.0, 0.0, -0.1], [0.2, 0.1, 0.2], [-0.3, -0.2, -0.1], [0.0, -0.1, 0.0], [0.1, 0.1, -0.1], [0.0, 0.0, 0.0], [0.0, 0.0, 0.0], [0.0, 0.0, 0.0], [-0.3, -0.1, -0.2], [0.0, 0.0, 0.0], [0.0, 0.0, 0.0], [0.0, 0.0, 0.0], [0.0, 0.0, 0.0], [0.0, 0.0, 0.0], [0.0, 0.0, 0.0], [0.0, 0.0, 0.0], [0.0, -0.1, 0.0], [-0.1, 0.1, -0.1], [0.1, -0.1, 0.0], [0.0, 0.0, 0.1], [0.0, 0.0, 0.0], [-0.1, 0.0, -0.1], [0.1, 0.0, 0.0], [0.0, 0.0, 0.0], [0.0, 0.0, 0.0], [0.0, 0.0, 0.0], [0.0, 0.0, -0.1], [0.1, 0.0, -0.1], [-0.1, 0.1, 0.0], [0.0, 0.0, 0.0], [0.0, 0.0, 0.0], [0.0, 0.0, 0.0], [0.1, 0.0, 0.0], [0.0, 0.0, 0.0], [0.0, 0.0, 0.0], [-0.2, 0.0, -0.2], [0.0, 0.0, 0.0], [0.0, 0.0, 0.0], [0.0, 0.0, 0.0], [0.0, 0.0, 0.0], [0.0, 0.0, 0.0], [0.0, 0.0, 0.0], [0.0, 0.0, 0.0], [0.0, 0.0, 0.0], [0.0, 0.0, 0.0], [0.0, 0.0, 0.0], [-0.1, 0.0, 0.0], [0.0, 0.0, 0.0], [-0.1, 0.0, 0.0], [0.1, 0.0, 0.0], [0.1, 0.0, 0.0], [-0.2, -0.1, 0.0], [0.0, 0.0, 0.0], [0.1, 0.0, 0.0], [0.2, 0.2, -0.1], [0.0, -0.1, 0.0], [0.1, 0.1, -0.1], [0.0, 0.0, 0.0], [0.0, 0.0, 0.0], [0.0, 0.0, 0.0], [0.0, 0.1, 0.1], [-0.1, -0.3, -0.1], [0.0, 0.0, 0.0], [0.0, 0.0, 0.0], [0.0, 0.0, 0.0], [0.0, 0.0, 0.0], [0.0, 0.0, 0.0], [0.0, 0.0, 0.0], [0.0, 0.0, 0.0], [0.0, 0.0, 0.0], [0.0, 0.0, 0.0], [0.0, 0.0, 0.0]], "e_homo_ev": -16.164, "relative_energy_kcal_mol": 0.0, "orbital_gap_ha": 0.2389, "e_lumo_ev": -9.6624, "e_tot_ha": -2868.70658, "total_charge": 3}

No. 3
{"formula": "C13H28FNO4S2", "method": "wB97M-V/def2-TZVPD", "species": ["C", "O", "C", "C", "C", "S", "S", "O", "O", "F", "H", "H", "H", "H", "H", "H", "H", "H", "H", "H", "C", "C", "C", "C", "C", "C", "N", "O", "C", "C", "C", "H", "H", "H", "H", "H", "H", "H", "H", "H", "H", "H", "H", "H", "H", "H", "H", "H", "H"], "xyz": [[1.0383, 1.8342, 5.7396], [1.1288, 0.8515, 4.7151], [0.3341, 1.0988, 3.5888], [0.9530, 2.1675, 2.6541], [1.2173, 1.6574, 1.2311], [2.9564, 1.5330, 0.6994], [4.1264, 0.7511, 2.3644], [4.2488, 1.7396, 3.3563], [5.1821, 0.0662, 1.7401], [3.0418, -0.2574, 2.7630], [0.0844, 2.3669, 5.6919], [1.1012, 1.3203, 6.6966], [1.8586, 2.5538, 5.6660], [0.2442, 0.1430, 3.0669], [-0.6789, 1.3971, 3.8775], [1.8589, 2.5452, 3.1287], [0.2810, 3.0219, 2.5660], [0.8479, 0.6466, 1.0471], [0.7906, 2.3001, 0.4570], [3.4024, 2.8051, 0.7201], [-0.0828, -0.9986, -4.0407], [0.0899, -0.8757, -2.5120], [0.1400, -2.2517, -1.8296], [-1.2156, -2.9390, -1.7089], [-2.2193, -2.0217, -1.0162], [-2.3737, -0.6692, -1.7174], [-1.0051, -0.0573, -1.8741], [-0.6151, 0.5656, -0.8157], [-3.0897, -0.8544, -3.0597], [-3.2284, 0.2761, -0.8815], [1.3967, -0.1431, -2.2579], [-1.0767, -0.7374, -4.3817], [0.6004, -0.3212, -4.5524], [0.1345, -2.0108, -4.3799], [0.5540, -2.1273, -0.8223], [0.8445, -2.8752, -2.3832], [-1.5796, -3.2464, -2.6922], [-1.1014, -3.8542, -1.1265], [-3.2035, -2.4914, -0.9651], [-1.8945, -1.8509, 0.0156], [-3.0980, 0.0752, -3.6301], [-4.1231, -1.1338, -2.8569], [-2.6655, -1.6397, -3.6788], [-2.8481, 0.3820, 0.1310], [-4.2392, -0.1281, -0.8293], [-3.2759, 1.2651, -1.3379], [1.3431, 0.8863, -2.6154], [2.2237, -0.6427, -2.7636], [1.5912, -0.1223, -1.1870]], "forces_ev_per_angstrom": [[0.0, 0.0, 0.0], [-0.1, -0.1, 0.1], [0.1, 0.0, -0.1], [-0.2, 0.1, -0.1], [0.0, 0.2, 0.5], [0.0, -0.3, -0.6], [0.1, 0.3, -0.1], [-0.1, 0.0, 0.1], [0.0, 0.0, 0.0], [-0.1, -0.1, 0.1], [0.0, 0.0, 0.0], [0.1, 0.0, 0.0], [0.0, 0.0, 0.0], [0.0, 0.0, 0.0], [0.0, 0.0, 0.0], [0.0, 0.0, 0.0], [0.0, 0.0, 0.0], [0.0, 0.1, -0.1], [0.1, -0.2, -0.1], [0.0, 0.0, 0.4], [-0.2, 0.2, 0.0], [0.1, 0.1, -0.5], [-0.1, -0.1, 0.2], [0.0, 0.1, 0.0], [0.1, -0.1, 0.1], [-0.4, 0.1, -0.3], [0.2, -0.6, 0.9], [-0.1, 0.2, -0.4], [0.1, 0.0, -0.1], [0.0, 0.0, 0.1], [0.2, 0.1, 0.3], [0.0, 0.0, 0.0], [0.0, 0.0, 0.0], [0.0, 0.0, 0.0], [0.0, 0.1, 0.0], [0.0, 0.0, 0.0], [0.0, 0.0, 0.0], [0.0, 0.0, 0.0], [0.0, 0.0, 0.0], [0.0, 0.1, 0.0], [0.0, 0.0, 0.0], [0.0, 0.0, 0.0], [0.0, 0.0, 0.0], [0.0, 0.0, 0.0], [0.0, 0.0, 0.0], [0.0, 0.0, 0.0], [0.0, 0.0, -0.1], [-0.1, -0.1, 0.0], [0.2, 0.0, 0.0]], "e_homo_ev": [-11.037, -12.292], "orbital_gap_ha": [0.2316, 0.2777], "e_lumo_ev": [-4.7354, -4.7356], "e_tot_ha": -1763.68510, "total_charge": 1, "spin_multiplicity": 2}

No. 4
{"formula": "C4H6ClN2O2", "method": "wB97M-V/def2-TZVPD", "species": ["N", "C", "C", "O", "Cl", "N", "C", "C", "O", "H", "H", "H", "H", "H", "H"], "xyz": [[-0.5383, 1.6015, 0.6090], [-0.3418, 0.1759, 0.3936], [-1.8153, -0.5795, 0.3331], [-2.0989, -1.5790, 0.8181], [-2.7618, 0.4875, -0.6513], [0.6547, -0.4272, 1.0893], [1.5063, -0.9454, 0.2977], [1.2677, -0.8387, -1.1372], [0.1417, 0.0308, -1.1989], [-1.4529, 1.8605, 0.3773], [0.1844, 2.1574, 0.0829], [-0.2227, 1.7519, 1.5433], [2.3263, -1.5872, 0.6441], [2.1758, -0.4165, -1.6174], [0.9749, -1.6919, -1.5837]], "forces_ev_per_angstrom": [[4.1, 0.2, -0.2], [-0.8, -2.4, -5.0], [2.7, 2.9, -0.4], [-0.5, -1.8, 0.7], [-1.4, -0.2, -0.6], [0.9, 0.1, 0.9], [0.7, -1.8, 1.1], [0.3, 4.1, 0.9], [-1.2, 1.1, 2.6], [-2.0, 1.0, -0.3], [-1.0, -0.6, -0.2], [-0.5, 0.5, 1.6], [-0.2, 0.5, 0.3], [-0.6, -0.1, 0.0], [-0.5, -3.4, -1.4]], "e_homo_ev": -14.875, "relative_energy_kcal_mol": 28.5, "orbital_gap_ha": 0.4026, "e_lumo_ev": -3.9206, "e_tot_ha": -875.87240, "total_charge": 1, "smiles": "[NH3+][C@]1(C(=O)Cl)N=CCO1"}